(1)
94
Properties=species:S:1:pos:R:3:forces:R:3 method="wB97M-V/def2-TZVPD" spin_multiplicity=6 gap_ev="7.87 / 6.73" total_energy_ha=-6771.32928 s_squared=8.76 de_lowest_kj_mol=107.10 total_charge=+1
Fe -0.064379 -0.788029 0.074724 0.2 0.3 0.0
O -2.634824 0.528251 -2.879969 0.0 0.0 0.0
C -2.691074 1.870909 -2.677653 0.0 0.0 0.0
C -3.376900 2.640867 -3.609929 0.0 0.0 0.0
C -3.443642 4.016073 -3.462346 0.0 0.0 0.0
C -2.816562 4.645186 -2.395236 0.0 0.0 0.0
C -2.130210 3.874314 -1.471749 0.0 0.0 0.0
C -2.071226 2.489455 -1.584295 0.0 0.1 0.0
C -1.353420 1.697323 -0.521294 0.0 0.0 0.1
O -0.769603 0.550405 -1.020386 0.2 0.0 -0.2
N -2.307433 1.261003 0.522422 -0.2 0.1 -0.2
N -1.843169 0.227535 1.243522 0.1 -0.1 0.2
C -2.273630 -0.017758 2.419175 0.1 -0.1 0.1
C -1.840494 -1.225163 3.116439 0.0 0.1 -0.2
Br -1.274636 -2.581983 1.902175 0.0 -0.2 0.3
C -1.861273 -1.467687 4.425184 -0.1 0.0 0.0
C -2.217649 -0.481985 5.455541 0.0 0.0 0.0
C -2.907294 -0.913572 6.589714 0.0 0.0 0.0
C -3.271683 -0.013280 7.575872 0.0 0.0 0.0
C -2.935626 1.328378 7.451298 0.0 0.0 0.0
C -2.223071 1.762486 6.343047 0.0 0.0 0.0
C -1.860434 0.863616 5.352570 0.0 0.0 0.0
H -1.972430 0.178984 -2.251305 0.0 0.0 0.0
H -3.851754 2.141181 -4.443898 0.0 0.0 0.0
H -3.983176 4.602548 -4.194528 0.0 0.0 0.0
H -2.856430 5.720327 -2.289999 0.0 0.0 0.0
H -1.623881 4.350825 -0.638341 0.0 0.0 0.0
H -0.587162 2.341169 -0.059887 0.0 0.0 0.0
H -2.777076 1.998602 1.037530 0.0 0.0 0.0
H -2.981363 0.637075 2.924163 0.0 0.0 0.0
H -1.619761 -2.466208 4.770005 0.0 0.0 0.0
H -3.167352 -1.960396 6.690120 0.0 0.0 0.0
H -3.813922 -0.358570 8.445822 0.0 0.0 0.0
H -3.214313 2.030232 8.225926 0.0 0.0 0.0
H -1.933068 2.801291 6.255303 0.0 0.0 0.0
H -1.257637 1.203427 4.519091 0.0 0.0 0.0
C 1.116056 1.427834 -3.352279 -0.1 0.0 0.0
N 0.824704 0.001214 -3.513375 0.3 -0.1 -0.1
C 0.203370 -0.335916 -4.790685 -0.1 0.0 0.0
P 1.735512 -1.002111 -2.606675 0.0 -0.1 -0.1
O 1.640402 -0.763509 -1.138451 0.0 0.0 0.0
O 1.084902 -2.443842 -2.986118 -0.1 -0.1 0.2
P 0.290697 -3.349131 -1.901234 0.2 -0.1 -0.1
O -0.464419 -2.475106 -0.938095 -0.2 0.1 -0.1
N -0.761636 -4.274469 -2.714921 0.1 0.1 0.0
C -0.289816 -5.382301 -3.544837 0.0 0.0 0.0
C -2.032014 -3.692771 -3.160477 0.0 0.0 0.0
N 1.437337 -4.277757 -1.216769 0.0 0.2 0.0
C 1.153124 -4.775744 0.134786 0.0 -0.1 -0.1
C 2.866071 -4.129169 -1.505982 0.0 0.0 0.0
N 3.309995 -1.100782 -3.015696 -0.2 0.2 -0.1
C 3.662522 -1.266916 -4.421170 0.0 0.0 0.0
C 4.366030 -0.558074 -2.159056 0.0 -0.1 0.1
H 0.182194 1.988246 -3.422643 0.0 0.0 0.0
H 1.805365 1.780046 -4.125431 0.0 0.0 0.0
H 1.544160 1.619701 -2.368888 0.0 0.0 0.0
H -0.750528 0.189070 -4.860038 0.0 0.0 0.0
H 0.009691 -1.403412 -4.854514 0.0 0.0 0.0
H 0.834905 -0.035208 -5.632021 0.0 0.0 0.0
H 0.612427 -5.814854 -3.119687 0.0 0.0 0.0
H -0.089084 -5.052038 -4.567856 0.0 0.0 0.0
H -1.061241 -6.151358 -3.573037 0.0 0.0 0.0
H -2.318048 -2.863150 -2.519412 0.0 0.0 0.0
H -2.807666 -4.456017 -3.104943 0.0 0.0 0.0
H -1.959215 -3.341398 -4.193296 0.0 0.0 0.0
H 0.086332 -4.955135 0.260024 0.0 0.0 0.0
H 1.490825 -4.065179 0.894019 0.0 0.0 0.0
H 1.672608 -5.722789 0.275099 0.0 0.0 0.0
H 3.026829 -3.928303 -2.561852 0.0 0.0 0.0
H 3.359527 -5.067954 -1.256689 0.0 0.0 0.0
H 3.313828 -3.326124 -0.913549 0.0 0.0 0.0
H 2.816562 -1.653592 -4.990175 0.0 0.0 0.0
H 4.481503 -1.982075 -4.510787 0.0 0.0 0.0
H 3.978678 -0.320023 -4.867918 0.0 0.0 0.0
H 4.019790 -0.491634 -1.129974 0.0 0.0 0.0
H 4.676929 0.430867 -2.506109 0.0 0.0 0.0
H 5.229600 -1.224502 -2.192635 0.0 0.0 0.0
O 3.305232 -0.280530 1.438609 0.1 0.1 -0.1
C 2.260167 0.275535 1.675760 -0.2 -0.3 -0.1
O 1.079852 -0.285036 1.416881 -0.3 0.0 0.3
C 2.150591 1.623533 2.301255 0.1 0.1 0.0
C 3.305983 2.373608 2.470485 0.0 0.0 0.0
C 3.268260 3.649588 3.036202 0.0 0.0 0.0
C 2.036881 4.115779 3.426200 0.0 0.0 0.0
O 1.732219 5.314508 3.994577 0.0 0.0 0.0
C 0.334426 5.281039 4.283855 0.0 0.0 0.0
O -0.196243 4.070209 3.733980 0.0 0.0 0.0
C 0.881638 3.366439 3.265934 0.0 0.0 0.0
C 0.899360 2.120983 2.703283 0.0 0.0 0.0
H 4.246895 1.945197 2.154466 0.0 0.0 0.0
H 4.162235 4.241625 3.169470 0.0 0.0 0.0
H -0.151184 6.133733 3.810985 0.0 0.0 0.0
H 0.190073 5.283830 5.366185 0.0 0.0 0.0
H 0.002366 1.528499 2.586430 0.1 0.0 0.0

***

(2)
83
Properties=species:S:1:pos:R:3:forces:R:3 method="wB97M-V/def2-TZVPD" spin_multiplicity=4 gap_ev="6.01 / 4.00" total_energy_ha=-4745.78933 s_squared=3.77 de_lowest_kj_mol=12.17 total_charge=+4
C -0.669419 -5.205169 2.846271 0.6 -0.4 0.3
C 0.727264 -5.032809 2.752792 -0.6 -0.8 0.7
C 1.531664 -6.055938 3.285871 -0.8 0.3 -0.1
C 0.909639 -7.172770 3.865181 0.4 -1.6 0.9
N -0.414029 -7.284889 3.985204 2.0 3.4 -2.0
C -1.191925 -6.326307 3.502606 -1.9 -0.5 0.3
C 1.213211 -3.800469 2.155161 1.2 1.2 0.6
C 1.794775 -2.618289 2.294599 -1.0 -0.8 0.3
C 1.945607 -1.227505 2.711388 0.9 -0.1 0.6
C 1.656956 -0.322961 1.692756 -1.0 -0.1 -0.6
C 1.602857 1.049478 1.933584 -0.1 -0.4 -0.5
C 2.142176 1.541759 3.144018 -0.4 -1.3 -0.3
C 2.365133 0.630197 4.197981 -0.2 -0.1 -0.1
C 2.242600 -0.742940 3.993883 -0.4 -0.2 -0.5
Tc 0.607285 -2.559096 0.727286 -3.2 -0.9 2.6
P 0.308655 -2.225187 -1.469571 0.0 0.4 -3.3
H 2.612964 -5.989068 3.260879 -0.1 -0.3 0.1
H -1.350384 -4.446303 2.468448 -0.1 -0.3 0.1
H 1.495482 -8.007046 4.251260 0.1 0.1 0.0
H -2.274756 -6.423173 3.635093 0.2 -0.1 0.0
H 2.302738 -1.480406 4.787982 0.3 0.3 0.2
H 1.337388 -0.796107 0.643839 0.8 1.5 1.2
H 2.589898 0.987234 5.192790 0.2 0.2 0.0
H 1.154767 1.733315 1.208624 0.5 -0.1 0.1
C 0.442640 -0.480428 -1.912794 0.0 0.4 -0.1
C 1.284736 -0.250495 -3.153556 0.2 0.5 -0.4
H 0.814064 0.101382 -1.059891 0.0 -0.1 -0.2
H -0.590701 -0.145392 -2.047661 0.2 0.1 -0.2
H 1.275837 0.819167 -3.377246 0.1 -0.1 -0.1
H 2.329281 -0.545359 -3.012364 -0.2 0.0 -0.1
H 0.884231 -0.771100 -4.026742 0.2 0.1 0.1
C 1.564047 -3.206875 -2.323601 0.4 0.4 0.0
C 1.437910 -4.684018 -1.999139 0.1 -0.4 -0.4
H 2.548918 -2.848653 -2.008968 -0.6 -0.3 -0.6
H 1.432085 -2.976760 -3.385728 0.3 -0.2 0.1
H 2.332043 -5.172758 -2.401065 -0.3 -0.2 0.1
H 1.397271 -4.880843 -0.914779 0.0 0.0 -0.2
H 0.559776 -5.121732 -2.487441 0.2 -0.1 0.2
C -1.228507 -2.811477 -2.272469 -0.3 -0.3 0.8
C -1.236824 -2.566895 -3.783344 0.0 0.0 -0.3
H -2.064337 -2.300066 -1.775180 0.1 -0.3 -0.3
H -1.312381 -3.881867 -2.030793 -0.2 0.2 -0.2
H -2.227241 -2.842713 -4.158527 0.1 0.0 0.0
H -1.072275 -1.513927 -4.045322 -0.1 -0.3 0.1
H -0.506556 -3.185893 -4.321774 -0.2 0.2 0.2
Br 2.581679 3.320790 3.236497 -0.1 0.5 0.3
P 4.715049 -1.444869 0.686320 1.5 2.1 0.9
C 3.938770 -1.186625 -0.884094 -0.9 -0.8 -0.5
C 5.063279 -0.668820 -1.800699 0.4 0.2 0.1
H 3.078250 -0.509620 -0.787100 0.3 0.0 0.0
H 3.548657 -2.154539 -1.220772 0.6 0.5 0.2
H 4.862738 -0.847338 -2.858746 -0.1 0.0 0.1
H 5.228968 0.402547 -1.649522 0.0 -0.2 -0.1
H 5.994631 -1.187917 -1.537418 -0.1 0.2 -0.4
C 4.972203 0.195168 1.416785 0.3 0.5 -0.4
C 6.343555 0.517672 2.034849 0.2 0.0 0.0
H 4.157718 0.312447 2.144168 0.2 0.0 -0.1
H 4.801868 0.916776 0.603896 -0.1 -0.2 0.2
H 6.313291 1.536765 2.452508 0.0 -0.4 -0.2
H 6.617599 -0.171385 2.839325 -0.1 0.2 -0.1
H 7.124771 0.479336 1.261174 -0.2 0.1 0.3
C 4.560823 -2.551968 2.056914 -0.7 -1.2 0.4
C 5.947358 -3.070992 2.461611 0.1 0.0 -0.3
H 3.852953 -3.358345 1.797255 0.7 0.1 0.2
H 4.109565 -1.953018 2.860487 0.3 -0.3 -0.2
H 5.844657 -3.802402 3.269531 0.1 0.2 -0.2
H 6.415038 -3.535178 1.586686 0.1 -0.1 0.4
H 6.567203 -2.231686 2.796022 0.0 -0.4 0.0
N -1.679923 -0.775807 3.658011 0.6 -0.7 -0.1
C -1.020103 -1.849738 3.185547 -1.0 1.5 -0.9
N -0.993050 -1.819151 1.825875 -0.7 -0.6 0.7
C -1.768272 -0.689718 1.435009 1.0 0.0 0.6
C -2.028262 -0.136750 0.187313 0.2 0.4 -0.3
C -2.271166 1.244688 0.130905 -0.1 -1.0 -0.1
C -2.389738 1.999834 1.304948 -0.2 -0.1 0.7
C -2.384652 1.373498 2.559922 -0.3 0.6 -0.4
C -2.065745 0.025141 2.589898 0.3 0.1 0.0
H -1.754862 -0.523511 4.636505 -0.1 -0.1 0.0
H -0.600425 -2.593670 3.837217 0.2 -0.1 -0.1
H -2.062960 -0.788014 -0.681747 0.2 0.5 0.1
H -2.400148 1.726233 -0.837398 -0.1 -0.1 0.2
H -2.533600 3.077920 1.219405 -0.1 -0.3 0.2
H -2.606763 1.894385 3.487441 0.1 0.2 -0.2